C28H56MnO21 | ωB97M-V/def2-TZVPD

XYZ file:
```
106
C28H56MnO21 ωB97M-V/def2-TZVPD
Mn -21.28 17.89 22.99
C -22.68 17.06 27.77
C -23.32 15.96 26.91
O -24.17 16.57 25.95
C -23.82 17.05 24.77
O -22.72 17.06 24.22
O -24.96 17.31 24.06
C -26.28 17.13 24.58
H -22.02 17.54 27.04
H -22.21 16.60 28.64
H -23.42 17.77 28.14
H -23.90 15.36 27.61
H -22.57 15.25 26.54
H -27.04 17.56 23.93
H -26.42 17.43 25.62
H -26.49 16.07 24.76
C -26.60 20.45 22.05
C -25.31 20.70 21.31
O -24.25 20.55 22.26
C -22.92 20.59 21.88
O -22.02 20.02 22.47
O -22.78 21.54 20.87
C -21.55 21.97 20.42
H -26.58 19.67 22.81
H -27.37 20.46 21.28
H -26.73 21.35 22.66
H -25.27 21.70 20.89
H -25.06 19.93 20.58
H -21.10 22.71 21.07
H -21.66 22.53 19.49
H -20.87 21.14 20.22
C -23.78 20.97 27.90
C -23.03 21.65 26.82
O -22.65 20.62 25.89
C -21.36 20.12 25.83
O -21.09 19.24 25.03
O -20.62 20.44 26.90
C -19.21 20.12 26.88
H -23.96 21.54 28.81
H -23.17 20.18 28.35
H -24.74 20.51 27.68
H -22.19 22.16 27.28
H -23.63 22.46 26.40
H -19.12 19.04 26.89
H -18.60 20.83 27.45
H -18.86 20.21 25.86
C -15.04 19.23 22.93
C -15.86 18.44 23.99
O -17.10 17.91 23.48
C -18.07 17.23 24.27
O -19.29 17.14 23.98
O -17.52 16.68 25.44
C -18.39 16.11 26.44
H -14.72 18.60 22.10
H -14.15 19.69 23.36
H -15.68 20.05 22.59
H -16.10 19.03 24.87
H -15.29 17.55 24.26
H -17.80 15.94 27.34
H -18.99 15.32 25.98
H -19.03 16.91 26.79
C -17.91 15.86 18.61
C -17.59 17.15 19.34
O -18.78 17.46 20.10
C -18.95 18.53 20.86
O -19.86 18.59 21.69
O -18.13 19.44 20.57
C -18.24 20.74 21.14
H -18.75 15.39 19.13
H -17.01 15.30 18.38
H -18.36 16.07 17.64
H -17.19 17.88 18.64
H -16.74 17.09 20.01
H -19.26 21.09 21.27
H -17.85 21.49 20.44
H -17.57 20.58 21.98
C -20.85 13.35 18.57
C -21.66 13.35 19.94
O -21.64 14.61 20.60
C -20.69 14.96 21.46
O -20.79 15.97 22.13
O -19.60 14.16 21.44
C -18.42 14.62 21.95
H -20.92 14.40 18.27
H -21.11 12.47 17.98
H -19.84 13.03 18.84
H -21.28 12.52 20.53
H -22.67 12.99 19.75
H -18.11 15.61 21.62
H -17.58 13.93 21.89
H -18.45 14.79 23.03
C -26.97 17.39 20.04
C -25.99 16.24 20.40
O -24.88 16.63 21.21
C -23.73 17.16 20.76
O -22.84 17.57 21.50
O -23.73 17.37 19.38
C -22.53 17.75 18.70
H -27.20 18.07 20.85
H -27.84 17.03 19.49
H -26.43 18.04 19.35
H -25.65 15.87 19.44
H -26.41 15.40 20.96
H -22.15 18.70 19.07
H -23.03 17.90 17.74
H -21.75 16.98 18.65
```

Properties
<S²> = 8.752
HOMO-LUMO gap (spin up / spin down) = 11.02 / 11.84 eV
total charge = +2
2S+1 = 6

Atom charges from the Mulliken analysis, given in e for atoms 1 to 8: 1.789, -0.592, -0.435, -0.467, 0.019, -0.486, 0.250, -0.992